1.
Molecular formula: C6H14FO3
Method: DFT, ωB97M-V/def2-TZVPD

Output
Energy: -15303.885 eV
Relative energy (zero: lowest compared OMol25 entry of this formula, charge and spin): 91.9 kJ/mol
Multiplicity: 2
LUMO (spin up / spin down): 0.77 / 0.60 eV
HOMO-LUMO gap (spin up / spin down): 9.0 / 10.6 eV
HOMO energy (spin up / spin down): -8.230 / -9.982 eV
⟨S²⟩: 0.752

Each line ends with the Mulliken charge.
CARTESIAN COORDINATES (ANGSTROEM)
C  -1.693156  0.844578  -0.252325  -0.6253
C  2.102914  -1.783046  -1.807214  -0.5404
H  -0.737221  3.751720  0.894407  0.2431
H  1.895502  -2.290390  0.751391  0.3461
H  2.853192  -0.870955  1.245760  0.3415
H  0.994226  0.550029  0.118533  0.2498
C  -1.497876  -0.572886  0.238274  0.1304
O  -0.250839  -1.118194  0.133767  -0.3202
C  0.864610  -0.402828  0.652721  -0.2654
C  2.124157  -1.236405  0.510217  -0.6386
C  -1.157921  3.090698  0.127691  -0.7583
H  1.169671  -1.266612  -2.084461  0.1777
H  1.863784  -2.829720  -1.550581  0.2808
H  -2.178575  3.428229  -0.121629  0.2966
H  -2.681616  -1.095933  3.161984  0.0677
H  0.695776  -0.180711  1.716785  0.4152
H  -0.534526  3.152424  -0.781554  0.3270
H  -2.175719  -1.254164  -0.290257  0.2511
O  -1.166717  1.783977  0.645889  -0.3005
F  -2.049765  -0.731286  1.739626  -0.3640
H  -2.775661  1.010284  -0.397838  0.4724
H  2.785258  -1.773688  -2.665985  0.2409
O  2.759977  -1.141037  -0.741111  -0.3795
H  -1.209478  0.935915  -1.244093  0.3518

Force components x, y, z for each atom (eV/Å):
-0.3536 0.3269 0.4558
-0.2340 -0.1953 -0.1872
-0.1333 -0.2165 -0.1958
0.0106 0.2170 -0.0419
-0.1550 -0.0749 -0.2064
-0.0325 -0.2011 0.1131
-0.2549 -1.0921 0.9600
-0.9485 0.0236 0.2505
0.3124 0.5779 0.3833
-0.0701 -0.2186 0.1950
-0.0438 0.3110 -0.1788
0.2007 -0.1634 0.0522
0.0165 0.2385 -0.0769
0.2287 -0.0513 0.0580
-0.3580 -0.2023 0.8235
-0.0457 -0.0583 -0.2607
-0.1360 0.0135 0.1794
0.1758 0.2210 0.2551
0.1415 -0.1983 0.1343
1.4292 0.7932 -3.2165
0.2258 -0.0366 0.0521
-0.1651 0.0209 0.2509
0.2346 0.1792 -0.0028
-0.0456 -0.2140 0.2040


2.
Molecular formula: C6H14Li4O7
Method: DFT, ωB97M-V/def2-TZVPD

Output
Energy: -21602.411 eV
Relative energy (zero: lowest compared OMol25 entry of this formula, charge and spin): 0.0 kJ/mol
LUMO: 3.73 eV
HOMO-LUMO gap: 3.4 eV
Total charge: -2
HOMO energy: 0.373 eV

Each line ends with the Mulliken charge.
CARTESIAN COORDINATES (ANGSTROEM)
C  -6.631681  -1.606142  -14.805166  -0.6389
H  -11.564497  -1.322219  -11.690600  0.3656
O  -8.465804  -5.604055  -13.507424  -0.7835
H  -6.028375  -3.842709  -13.880772  0.3346
O  -10.686985  -2.072921  -13.325025  -0.8960
H  -9.907732  -0.876949  -11.832261  0.1612
H  -7.320844  -2.558136  -16.691087  0.0371
H  -10.382155  -6.146528  -16.382536  0.3621
H  -10.152835  -6.734775  -14.091155  0.1883
Li  -9.179366  -3.688563  -13.822032  0.9817
O  -8.691177  -1.033798  -16.359218  -0.9858
H  -6.651985  -5.221543  -13.837967  0.3256
O  -7.331115  -2.247672  -13.830647  -0.8218
C  -10.003158  -2.853429  -10.989862  -0.5753
H  -5.707949  -2.171905  -14.926464  0.2252
O  -10.404281  -4.231362  -15.570870  -0.8935
C  -10.586040  -1.720749  -11.958726  -0.4205
O  -5.810736  -4.769009  -13.776698  -0.7516
Li  -8.513801  -5.503407  -11.553603  0.7941
H  -8.637064  -7.079861  -14.932692  0.2694
H  -6.291793  -0.621489  -14.484150  0.2455
C  -9.746635  -5.490054  -15.788177  -0.6402
H  -8.947691  -5.211048  -16.475152  0.2327
H  -6.666061  -1.007351  -16.943342  0.3790
Li  -9.190699  -0.923676  -14.131053  0.7273
C  -9.237966  -6.289762  -14.482409  -0.3912
O  -8.752088  -3.478707  -11.122731  -0.8170
H  -10.774531  -3.621213  -10.929804  0.1345
Li  -11.950369  -3.302952  -14.434591  0.7496
C  -7.333839  -1.550811  -16.274880  -0.2117
H  -10.040899  -2.341918  -10.028083  0.3134

Force components x, y, z for each atom (eV/Å):
-0.9014 -1.0289 -1.4591
-0.3918 -0.2904 1.0913
-1.4485 -0.4464 -0.2722
-0.7568 0.7796 0.1758
-0.1326 -0.4365 -0.1345
0.5417 0.5119 0.0250
-0.0337 -0.7108 0.2226
-0.3765 -0.7638 0.0777
-0.3828 -0.2410 0.4776
0.6663 0.5926 -0.1646
1.9159 -0.0350 1.4804
-0.9939 -0.0544 0.0423
-1.7545 0.2895 0.3061
0.3044 -0.1070 0.1146
1.0118 -0.1033 -0.8078
-0.7030 -1.2612 1.5940
1.1954 -1.2919 -1.2646
1.5576 -0.7131 0.0339
0.0699 1.8659 -1.2334
0.1663 -0.6597 -0.0736
-0.0396 1.0824 -0.0879
-0.2443 2.2181 1.0554
0.8579 -0.4026 0.1402
0.5561 0.6738 -0.2344
0.5299 -1.4979 -1.0585
0.4894 1.2724 -1.0515
-1.3098 -0.1774 -0.6762
-0.8840 -0.4116 -0.1036
2.4385 0.1585 -0.2310
-1.7798 0.7917 1.2100
-0.1683 0.3967 0.8061


3.
Molecular formula: C6H14MgO4Pt
Method: DFT, ωB97M-V/def2-TZVPD

Output
Energy: -23292.744 eV
Relative energy (zero: lowest compared OMol25 entry of this formula, charge and spin): 0.0 kJ/mol
Multiplicity: 4
LUMO (spin up / spin down): -13.13 / -15.31 eV
HOMO-LUMO gap (spin up / spin down): 4.9 / 5.5 eV
Total charge: +3
HOMO energy (spin up / spin down): -18.046 / -20.806 eV
⟨S²⟩: 3.757

Each line ends with the Mulliken charge.
CARTESIAN COORDINATES (ANGSTROEM)
C  2.353892  -1.132350  -2.888925  -0.6894
H  3.290019  1.201423  0.875089  0.3376
O  1.302386  0.695140  0.509861  -0.5672
H  1.460019  -1.334301  -3.485859  0.3116
H  -1.586315  1.802318  1.801033  0.4821
Pt  -2.986930  -1.208408  4.305176  1.0678
C  -0.868420  1.141207  1.292943  -0.2049
H  2.494844  2.059795  -0.483585  0.3909
H  -1.858253  -2.317273  1.123845  0.2523
H  -3.595938  -2.126174  1.662115  0.4046
O  1.967575  -0.290913  -1.798776  -0.2139
H  2.767849  -2.072779  -2.501979  0.3475
C  0.558956  1.631433  1.295267  -0.3824
H  3.917186  0.347437  -1.471281  0.4180
H  3.304359  -0.911213  -0.349942  0.3895
H  0.641589  2.627594  0.822889  0.3715
Mg  0.137706  -0.076182  -0.974833  1.1266
C  -2.607552  -1.664154  1.588336  -0.5682
H  3.102502  -0.612944  -3.499432  0.2947
C  2.584541  1.096172  0.040226  -0.5094
O  -1.295920  0.541251  0.177081  -0.5350
C  3.045472  0.006211  -0.897848  -0.3912
O  -2.155147  -1.196636  2.858417  -0.0515
H  0.977958  1.694060  2.309377  0.3351
H  -2.590838  -0.729012  0.884603  0.3353
H  -1.291734  -0.558432  2.673870  0.2481

Force components x, y, z for each atom (eV/Å):
0.4258 -0.6503 -0.8560
-0.1600 -0.0084 -0.1978
-0.8477 -0.5204 -0.1107
0.2137 0.0433 0.0274
0.0613 -0.3971 0.0293
-5.4192 -0.2709 9.5310
-0.3619 -0.0653 -0.9777
0.0251 -0.1707 0.1293
-0.1368 -0.2904 0.7088
0.2146 0.0127 0.1536
-1.2290 0.3260 0.4911
-0.0882 0.2249 -0.1230
0.2346 -0.0502 0.4799
-0.1934 -0.0927 0.1208
-0.0045 0.1902 -0.1514
-0.2384 -0.1483 0.1694
0.7925 0.4884 -0.0458
-0.6201 0.8583 -3.4033
-0.2296 -0.1491 0.1145
0.9203 0.5046 -0.1868
0.5845 0.1914 0.8640
0.6770 -0.0233 0.3922
5.9694 0.8402 -8.0440
-0.0961 0.0507 -0.2368
-0.4461 -1.3779 1.3696
-0.0477 0.4844 -0.2475


4.
Molecular formula: C6H14N2
Method: DFT, ωB97M-V/def2-TZVPD

Output
Energy: -9425.237 eV
Relative energy (zero: lowest compared OMol25 entry of this formula, charge and spin): 201.6 kJ/mol
Multiplicity: 2
LUMO (spin up / spin down): 3.82 / 2.96 eV
HOMO-LUMO gap (spin up / spin down): 5.2 / 4.4 eV
Total charge: -1
HOMO energy (spin up / spin down): -1.416 / -1.412 eV
⟨S²⟩: 0.754

Each line ends with the Mulliken charge.
CARTESIAN COORDINATES (ANGSTROEM)
N  1.450449  0.518318  -1.291959  -1.1248
C  -1.212305  1.353446  0.005137  -1.7373
H  1.665985  1.278074  0.639723  0.1652
H  3.901838  0.327034  0.583775  0.4447
H  2.852371  -0.732920  1.678414  0.2544
C  -0.731867  -0.067430  -0.016681  0.8592
H  -2.304451  -0.413428  1.428140  0.2615
C  3.030284  -0.310982  0.616101  -1.2867
C  -2.001391  -0.810334  0.418962  -0.7239
N  -2.984009  -0.560167  -0.611309  -0.5133
H  -1.771291  -1.887492  0.567056  0.4179
C  0.583130  -0.517438  0.550795  -1.3422
H  -1.363070  1.543584  1.013048  0.4194
H  1.524709  1.477456  -1.628287  0.1510
H  3.315162  -1.093863  -0.076516  0.3174
H  -2.152317  1.506554  -0.419042  0.5528
H  0.501635  -0.481145  1.627890  0.4236
H  -3.579377  -1.374628  -0.508022  0.2551
C  1.749473  0.342967  0.034546  0.4828
H  -0.491622  2.132025  -0.430677  0.2592
H  0.743617  -1.557315  0.280650  0.2934
H  -0.612216  -0.372368  -1.086440  0.1706

Force components x, y, z for each atom (eV/Å):
1.3381 0.1218 -2.5842
3.4266 1.6157 -0.7480
-0.0218 0.2127 0.0089
0.1940 0.6345 0.3360
0.3930 0.6578 -1.5499
-1.1996 -1.1350 -2.7903
-0.2544 -0.2688 -0.6247
-0.0605 -0.7522 0.2713
1.3367 -0.2000 0.5344
-0.3047 -0.7052 0.8113
-0.3557 0.2372 -0.0837
-0.6103 0.3118 1.2294
-0.1329 1.0743 2.4059
0.4432 -0.1373 0.2901
-0.0957 -0.7701 -0.0129
-1.3939 -0.0954 -1.1297
0.2598 -0.1035 0.9067
-0.6943 -0.2494 -0.3669
-1.2593 0.7096 2.0805
-0.8418 -1.2877 0.6377
-0.0006 -0.3666 -0.1993
-0.1658 0.4956 0.5774


5.
Molecular formula: C6H14N2
Method: DFT, ωB97M-V/def2-TZVPD

Output
Energy: -9428.421 eV
Relative energy (zero: lowest compared OMol25 entry of this formula, charge and spin): 102.6 kJ/mol
Structure (SMILES): CN1CCC[C@H]1CN
LUMO: 1.04 eV
HOMO-LUMO gap: 9.6 eV
HOMO energy: -8.570 eV

Each line ends with the Mulliken charge.
CARTESIAN COORDINATES (ANGSTROEM)
H  0.357404  -2.242907  1.714716  0.2988
H  -0.317614  2.673707  0.665419  0.2745
H  -1.341950  1.633956  1.349585  0.2730
H  0.790017  0.551702  2.377612  0.3957
C  0.724962  0.084200  0.332163  0.2996
C  -0.529606  0.354159  -1.755473  -0.3489
H  1.598253  1.738830  1.515875  0.3915
H  -1.281285  1.147098  -1.588433  0.1744
H  1.678115  0.237253  -1.590894  0.3086
N  -0.474236  -0.790421  0.393656  -0.1012
H  0.701051  -2.469772  -0.063385  0.4683
C  0.700616  1.114793  1.445488  -1.1291
H  -1.066500  -1.688331  -1.467644  0.3428
H  1.084647  1.747264  -1.085246  0.3491
H  -0.368194  0.172133  -2.819803  0.3841
C  -0.037280  -2.179970  0.702606  -1.1577
H  -2.196931  -0.611787  -0.625980  0.3321
N  -0.423479  2.047109  1.455819  -0.6379
C  0.806498  0.701022  -1.111223  -0.8086
C  -1.166590  -0.772555  -0.879174  -0.8758
H  1.619057  -0.574731  0.495094  0.3811
H  -0.856954  -2.872752  0.539222  0.3856

Force components x, y, z for each atom (eV/Å):
0.0249 -0.1348 -0.0853
-0.0284 0.1215 0.0968
0.2019 -0.4920 0.1331
-0.6279 0.0353 0.2325
0.7674 -0.0718 -0.4963
-0.9833 0.8309 0.9384
0.1057 -0.1186 -0.6300
0.7599 0.3456 -0.6798
-0.4571 -0.1618 -0.2919
1.2858 -0.7635 0.3318
0.2911 -0.1272 0.3946
-0.0369 0.0007 0.7138
-0.0590 -0.4559 0.4023
-0.3892 0.4014 0.0581
-0.6194 -0.2990 0.1496
-0.2837 0.7646 -0.7902
-0.7377 0.1635 -0.5923
0.1453 0.2557 -0.2184
0.4587 -1.0164 1.1721
0.9573 0.0745 -1.1953
-0.4783 0.6373 -0.0946
-0.2972 0.0100 0.4512


6.
Molecular formula: C6H14N2
Method: DFT, ωB97M-V/def2-TZVPD

Output
Energy: -9425.369 eV
Relative energy (zero: lowest compared OMol25 entry of this formula, charge and spin): 397.1 kJ/mol
LUMO (spin up / spin down): 0.97 / 0.91 eV
HOMO-LUMO gap (spin up / spin down): 7.5 / 6.6 eV
HOMO energy (spin up / spin down): -6.505 / -5.695 eV

Each line ends with the Mulliken charge.
CARTESIAN COORDINATES (ANGSTROEM)
H  -1.247835  -2.153216  0.629679  0.2731
C  -0.959335  -0.258820  1.299410  -1.0512
C  0.891093  1.589290  0.917656  -2.0399
H  -1.468977  0.705572  -2.902617  0.3810
H  -0.237632  -0.581905  2.052670  0.3628
H  0.212090  0.136500  -2.745835  0.3157
H  2.796350  -0.178013  0.745132  0.1823
C  1.049367  -0.669700  -0.232682  -0.8662
H  2.490853  -1.937555  0.503641  0.1976
C  -0.778502  0.170971  -2.247661  -1.1368
N  -1.761111  -1.319787  0.882805  -0.4875
H  -1.558568  0.586585  1.620786  0.4584
H  1.387980  1.232528  1.821045  0.4623
H  -2.444386  -1.084175  0.176525  0.2542
H  0.633634  -1.525216  -0.755783  0.3703
N  2.287722  -0.955309  0.355067  -0.4240
H  -1.500756  1.463675  -0.688604  0.4087
C  -0.686720  0.787127  -0.906263  -1.0070
H  0.138583  2.323643  1.207023  0.4030
H  1.632715  2.091485  0.297037  0.4435
C  0.244580  0.451010  0.150262  2.2804
H  -1.121146  -0.874690  -2.179295  0.2193

Force components x, y, z for each atom (eV/Å):
-0.0535 0.0908 -0.0587
2.1842 1.1069 -0.3099
-0.0207 -0.1316 -0.1905
-0.0052 -0.0125 0.1326
-0.3729 0.0287 0.3345
-0.3424 -0.0855 0.1855
0.2468 -0.6807 0.2316
1.7976 -1.2248 0.0048
0.5136 0.7777 0.2406
0.6096 -0.3684 -0.1947
-0.4547 -0.6947 -0.2501
0.0016 0.1170 0.1559
-0.0413 -0.0248 0.0813
0.1136 0.0048 -0.0355
-0.1591 0.2874 0.0385
-0.9315 0.0215 -0.4235
-0.0254 0.2415 0.3443
-0.8060 1.4399 -0.9867
0.0197 -0.0124 -0.0142
0.0557 0.1020 -0.0342
-2.3361 -0.9831 0.9534
0.0064 0.0004 -0.2050